1.
81
Properties=species:S:1:pos:R:3:forces:R:3 method="wB97M-V/def2-TZVPD" multiplicity=2 e_lumo_ev="-3.37 / -4.89" s_squared=1.235 total_charge=+1 homo_lumo_gap_ev="7.409 / 6.417"
V -0.066 -0.153 0.665 -0.896 -0.119 -0.103
C 5.497 -4.536 3.586 -0.016 -0.001 -0.005
C 5.262 -3.056 3.283 0.034 0.011 0.024
C 6.373 -2.576 2.338 -0.002 0.000 -0.003
C 5.341 -2.273 4.602 0.011 -0.003 0.005
C 3.901 -2.805 2.634 0.074 0.216 -0.005
C 3.561 -1.501 2.282 0.254 -0.206 0.114
C 2.330 -1.260 1.693 -0.121 0.313 -0.026
N 1.743 -0.056 1.292 1.259 0.156 0.227
C 2.355 1.194 1.207 -0.183 -0.351 0.024
C 3.696 1.560 1.329 0.169 0.130 0.032
C 4.034 2.898 1.238 0.095 -0.128 0.047
C 3.022 3.846 1.016 -0.027 0.013 -0.012
C 1.682 3.531 0.840 -0.048 -0.042 0.024
C 1.393 2.171 0.924 -0.545 -0.150 -0.088
O 0.160 1.607 0.729 0.274 0.759 -0.048
C 0.601 4.580 0.586 0.020 0.016 -0.019
C -0.087 4.309 -0.760 -0.006 0.001 -0.016
C 1.189 5.991 0.538 0.008 -0.009 0.017
C -0.433 4.529 1.720 -0.012 -0.009 0.017
C 5.477 3.380 1.381 0.027 -0.022 0.004
C 5.568 4.343 2.574 -0.006 -0.002 -0.003
C 6.448 2.224 1.622 -0.004 -0.003 0.005
C 5.902 4.109 0.099 -0.015 0.002 -0.009
C 1.428 -2.315 1.512 -0.376 -0.058 -0.126
O 0.239 -1.863 0.997 0.167 -0.623 0.142
C 1.719 -3.630 1.844 -0.026 0.046 -0.016
C 2.986 -3.830 2.397 -0.101 -0.046 -0.052
C 0.718 -4.767 1.641 -0.008 0.027 -0.027
C 0.346 -4.861 0.154 -0.005 0.006 0.000
C 1.296 -6.116 2.069 -0.005 -0.007 0.007
C -0.540 -4.500 2.479 -0.011 -0.004 0.005
H 6.481 -4.659 4.040 -0.001 0.004 -0.001
H 5.473 -5.144 2.681 0.001 -0.003 0.000
H 4.760 -4.927 4.290 0.004 -0.004 0.001
H 7.350 -2.754 2.789 -0.004 -0.002 0.002
H 6.297 -1.507 2.129 -0.003 0.001 0.000
H 6.335 -3.110 1.387 -0.001 0.000 0.000
H 6.308 -2.444 5.079 -0.004 -0.001 -0.001
H 4.558 -2.592 5.292 -0.001 -0.001 0.000
H 5.235 -1.198 4.445 0.000 -0.001 -0.002
H 4.245 -0.702 2.508 -0.018 0.020 0.006
H 4.462 0.817 1.457 0.013 0.001 -0.008
H 3.311 4.885 0.965 0.000 0.006 -0.009
H 0.645 4.298 -1.572 -0.008 -0.001 -0.005
H -0.807 5.101 -0.970 0.002 -0.001 0.001
H -0.629 3.364 -0.753 0.010 -0.014 0.001
H 1.916 6.103 -0.270 -0.001 0.001 -0.008
H 1.669 6.263 1.479 0.001 0.001 0.003
H 0.386 6.706 0.361 -0.003 -0.008 -0.001
H -0.919 3.556 1.784 0.008 0.004 -0.007
H -1.204 5.281 1.549 0.000 -0.001 0.003
H 0.040 4.741 2.680 -0.005 0.003 0.006
H 5.268 3.847 3.499 0.001 0.000 0.002
H 4.934 5.219 2.440 0.003 0.003 0.000
H 6.595 4.692 2.692 -0.005 -0.001 -0.002
H 6.217 1.687 2.545 0.001 0.000 0.002
H 7.461 2.618 1.719 -0.003 0.000 0.000
H 6.451 1.514 0.793 -0.001 0.003 -0.004
H 5.275 4.979 -0.101 -0.001 0.004 -0.004
H 5.845 3.444 -0.765 -0.001 0.000 0.001
H 6.932 4.457 0.192 -0.002 0.000 0.004
H 3.258 -4.836 2.672 0.025 0.004 0.011
H 1.231 -5.057 -0.455 0.000 -0.002 -0.004
H -0.119 -3.941 -0.195 -0.001 -0.006 0.003
H -0.360 -5.678 -0.003 0.008 -0.001 0.009
H 2.186 -6.382 1.496 0.006 0.005 -0.007
H 0.549 -6.892 1.896 0.006 0.004 0.005
H 1.547 -6.132 3.131 -0.001 -0.005 0.005
H -1.039 -3.578 2.185 0.011 0.004 -0.007
H -0.290 -4.433 3.539 0.000 -0.003 0.003
H -1.248 -5.322 2.351 0.003 0.003 0.004
C -0.490 -1.892 -2.267 0.002 0.001 0.002
S -0.829 -0.214 -1.698 -0.024 0.079 -0.126
C 0.520 0.707 -2.470 -0.007 -0.018 -0.023
H -0.619 -1.922 -3.346 0.002 -0.001 0.001
H -1.220 -2.546 -1.796 0.005 -0.003 -0.012
H 0.515 -2.199 -1.987 -0.001 0.000 0.010
H 1.482 0.267 -2.215 -0.003 -0.007 0.009
H 0.468 1.727 -2.095 -0.002 0.015 -0.002
H 0.371 0.704 -3.547 0.007 0.006 -0.001



2.
156
Properties=species:S:1:pos:R:3:forces:R:3 method="wB97M-V/def2-TZVPD" e_lumo_ev=0.65 relative_energy_kcal_mol=84.3 smiles=C1CCOC1.C1CCOC1.C1CCOC1.C1CCOC1.C1CCOC1.C1CCOC1.C1CCOC1.C1CCOC1.C1CCOC1.C1CCOC1.C1CCOC1.C1CCOC1 homo_lumo_gap_ev=9.642
C -0.080 12.471 20.553 0.320 -0.130 0.124
C -1.167 11.433 20.402 -0.164 -0.741 -0.190
C -1.913 11.615 21.748 -0.049 0.716 -1.411
O -0.890 11.989 22.645 -0.117 -0.636 1.352
C 0.337 12.252 21.989 -1.646 0.931 -0.377
H -0.498 13.462 20.395 0.163 0.166 -0.020
H 0.749 12.274 19.908 0.515 0.198 -0.729
H -0.662 10.394 20.378 -1.041 1.395 -0.154
H -1.773 11.635 19.486 0.303 -0.517 0.761
H -2.403 10.712 22.027 -0.271 -0.888 0.552
H -2.698 12.403 21.740 0.567 -0.387 -0.371
H 1.040 11.464 22.077 0.698 -1.106 0.187
H 0.695 13.113 22.493 0.826 0.908 0.218
C -2.407 4.776 16.682 -0.110 0.106 -0.254
C -3.693 4.232 15.970 -0.667 -0.310 2.347
C -3.192 2.855 15.530 -2.610 0.441 -1.351
O -1.901 3.047 15.123 1.706 0.177 -0.840
C -1.293 4.214 15.740 -0.776 -0.422 -0.092
H -2.293 4.282 17.718 -0.230 0.887 -1.584
H -2.455 5.889 16.766 0.406 -0.880 0.051
H -4.139 4.799 15.158 0.797 0.323 -0.421
H -4.555 4.236 16.703 0.908 -0.490 -0.508
H -3.873 2.472 14.701 1.105 0.378 0.527
H -3.218 2.089 16.262 -0.266 -0.617 1.329
H -0.944 4.817 14.889 -0.358 0.412 0.529
H -0.416 3.863 16.274 0.135 0.081 0.310
C 1.924 3.654 20.809 -0.156 1.565 2.085
C 1.379 5.116 21.234 0.747 -1.935 -0.530
C 0.622 5.521 19.970 0.568 -0.106 0.403
O 0.190 4.309 19.336 0.211 -0.559 0.676
C 0.807 3.132 19.993 -1.032 1.992 0.033
H 2.088 3.081 21.739 -0.024 0.037 -0.525
H 2.864 3.776 20.326 0.715 -0.013 -0.699
H 2.214 5.722 21.578 -0.057 0.331 -0.454
H 0.725 5.028 22.086 -0.457 -0.119 0.197
H 1.316 6.060 19.295 -0.562 -0.026 0.122
H -0.255 6.111 20.251 0.132 0.152 -0.366
H 0.992 2.482 19.197 0.719 -1.163 -1.103
H 0.133 2.654 20.682 -0.906 -0.126 0.114
C -3.300 6.844 19.616 1.067 0.883 0.240
C -2.909 8.220 19.050 -0.258 0.523 -0.899
C -3.910 9.118 19.757 0.374 -1.486 0.606
O -4.032 8.553 21.079 -0.032 1.038 0.062
C -3.737 7.164 21.051 -0.294 -0.167 -0.334
H -2.433 6.236 19.617 0.832 -0.879 -0.004
H -4.048 6.306 19.053 -0.399 0.251 -0.232
H -3.102 8.387 17.982 0.242 -0.601 0.049
H -1.826 8.515 19.188 -1.165 -0.409 0.389
H -4.877 9.089 19.264 -0.258 -0.053 -0.214
H -3.567 10.119 19.780 0.158 1.168 0.507
H -4.623 6.577 21.264 -0.514 -0.045 0.222
H -3.062 6.930 21.878 0.346 0.057 -0.501
C -3.068 6.061 26.028 1.281 -0.095 0.650
C -1.922 5.078 25.595 -2.668 0.229 -0.514
C -2.598 4.532 24.269 0.501 2.312 0.171
O -3.298 5.732 23.742 -0.255 -1.174 0.091
C -3.265 6.779 24.738 0.425 -1.244 -0.918
H -2.780 6.819 26.770 0.118 -0.469 0.198
H -3.926 5.481 26.409 0.108 0.426 -0.393
H -1.802 4.315 26.311 0.360 -1.032 0.862
H -1.008 5.650 25.497 0.208 -0.176 -0.619
H -3.338 3.737 24.304 -0.074 -0.077 0.898
H -1.868 4.185 23.552 0.360 0.263 -0.429
H -4.141 7.413 24.731 -0.285 0.052 -0.519
H -2.351 7.295 24.443 -0.078 0.878 0.591
C 1.573 8.633 24.667 0.064 0.162 1.072
C 0.157 9.287 24.509 1.154 -0.025 -0.171
C -0.186 8.701 23.170 0.629 -0.075 0.227
O 0.275 7.358 23.268 -1.215 -1.139 -1.590
C 1.304 7.182 24.186 -0.238 1.094 1.835
H 2.011 8.709 25.684 -0.462 -0.228 -0.443
H 2.288 9.109 24.030 0.395 0.420 -0.653
H 0.038 10.366 24.449 0.636 0.206 0.214
H -0.455 8.952 25.333 -0.532 -0.364 0.040
H 0.363 9.235 22.368 -0.113 -0.157 0.273
H -1.228 8.737 22.914 -0.620 -0.341 -0.101
H 2.122 6.600 23.766 0.258 0.394 -0.224
H 0.961 6.606 25.077 -0.070 0.079 -0.490
C -5.117 3.598 21.073 -0.117 -0.743 -0.874
C -4.234 3.667 19.774 -1.118 -0.807 1.212
C -3.978 2.173 19.459 -0.383 0.983 -0.478
O -4.214 1.432 20.649 -0.092 0.382 -0.194
C -5.327 2.080 21.278 0.710 0.446 0.612
H -6.097 4.043 20.905 0.031 0.268 0.034
H -4.693 4.043 21.947 0.522 0.409 0.408
H -3.350 4.288 19.852 0.109 -0.220 0.200
H -4.870 4.043 19.006 -0.193 0.624 -0.740
H -2.950 2.126 19.126 0.240 -0.863 0.002
H -4.677 1.887 18.621 0.631 -0.167 0.785
H -5.334 1.827 22.365 -0.081 -0.137 -0.939
H -6.249 1.786 20.783 -0.245 -0.320 0.069
C -6.819 10.839 16.081 0.099 0.110 0.860
C -6.901 9.276 16.142 -0.219 0.806 0.000
C -5.445 8.870 16.280 0.285 -1.189 -1.744
O -4.679 9.928 16.777 -0.271 0.327 -0.046
C -5.249 11.087 16.236 -1.878 0.784 -0.967
H -7.400 11.183 16.963 0.604 0.133 -0.360
H -7.274 11.395 15.225 0.606 -0.832 0.372
H -7.340 8.793 15.263 -0.030 0.198 0.190
H -7.482 9.024 17.033 0.094 -0.269 -0.204
H -5.066 8.557 15.278 -0.064 0.438 0.238
H -5.284 7.995 16.862 0.068 -0.621 0.979
H -4.947 11.342 15.185 0.562 -0.319 0.882
H -5.041 11.883 16.936 0.194 0.463 -0.134
C -6.794 13.326 19.753 -0.271 1.639 -0.372
C -5.844 14.535 19.290 -0.249 -2.399 -1.700
C -4.429 13.959 19.568 -0.348 -0.991 -0.134
O -4.665 12.985 20.612 0.734 0.729 0.383
C -5.824 12.281 20.228 0.585 0.823 -1.353
H -7.389 12.988 18.897 0.133 -0.044 0.169
H -7.502 13.654 20.510 0.086 0.017 0.224
H -5.960 15.435 19.812 -0.546 1.183 0.857
H -6.099 14.689 18.203 0.753 0.176 1.019
H -3.673 14.659 19.950 -0.405 -0.129 -0.200
H -4.015 13.422 18.663 -0.319 0.485 0.724
H -6.185 11.631 20.990 0.037 -0.425 0.643
H -5.508 11.770 19.328 -0.196 -1.117 -0.262
C -4.508 10.932 24.459 -0.609 0.076 -1.717
C -3.886 12.313 24.460 -0.730 0.561 2.756
C -5.082 13.293 24.448 0.893 1.198 0.326
O -6.188 12.518 24.107 -0.887 -0.012 -0.122
C -5.955 11.301 24.748 0.024 -0.555 1.161
H -4.196 10.176 25.169 0.655 0.181 0.180
H -4.376 10.564 23.447 -0.366 -0.682 -0.170
H -3.282 12.722 23.730 1.586 -0.571 -1.980
H -3.303 12.360 25.365 0.203 0.620 0.571
H -4.916 14.085 23.693 -0.335 -0.469 0.178
H -5.206 13.830 25.415 -0.201 -0.465 -0.242
H -6.714 10.576 24.543 -0.427 -0.457 -0.957
H -6.055 11.380 25.848 0.141 0.519 -0.015
C 0.187 9.371 17.270 -0.022 0.403 -0.552
C -0.895 10.342 16.712 -0.165 -0.543 -0.924
C -1.426 9.526 15.487 1.317 -1.509 -0.562
O -1.366 8.122 15.957 -0.548 1.563 -0.369
C -0.160 8.000 16.691 0.234 -0.615 -0.992
H 0.203 9.344 18.352 0.219 0.220 0.197
H 1.165 9.645 16.840 -0.265 0.114 0.634
H -0.461 11.281 16.351 -0.052 -0.087 0.281
H -1.699 10.570 17.444 0.411 -0.335 -0.564
H -0.769 9.567 14.513 -0.714 0.304 1.913
H -2.434 9.715 15.136 -0.243 0.075 0.414
H 0.636 7.697 15.971 -0.253 0.032 0.437
H -0.288 7.174 17.400 0.003 0.298 0.082
C -8.109 9.150 21.601 0.168 1.222 -0.145
C -7.310 7.872 21.704 -0.238 -0.238 -0.656
C -7.939 7.035 20.593 -0.258 -0.542 0.185
O -8.201 7.964 19.558 0.279 0.114 -0.578
C -8.632 9.183 20.152 -0.952 -0.331 0.396
H -7.475 10.009 21.760 0.439 0.336 0.005
H -8.863 9.297 22.367 -0.446 -0.527 -0.068
H -7.381 7.466 22.680 -0.190 -0.722 0.903
H -6.254 8.016 21.510 0.118 0.248 -0.205
H -8.918 6.602 20.868 0.331 -0.082 0.352
H -7.294 6.215 20.228 -0.248 0.514 -0.045
H -9.754 9.286 20.091 0.935 -0.198 0.104
H -8.195 9.994 19.588 0.111 0.280 -0.261